{"formula": "C32H95N8O23", "method": "wB97M-V/def2-TZVPD", "total_charge": -1, "homo_energy_ev": -6.19, "e_tot_ha": -3444.344442, "orbital_gap_ev": 8.37, "e_lumo_ev": 2.178, "elements": ["N", "H", "H", "H", "H", "N", "O", "O", "O", "N", "O", "O", "O", "C", "C", "O", "O", "H", "H", "H", "H", "H", "H", "C", "C", "O", "O", "H", "H", "H", "H", "H", "H", "C", "C", "O", "O", "H", "H", "H", "H", "H", "H", "C", "C", "O", "O", "H", "H", "H", "H", "H", "H", "C", "C", "O", "O", "H", "H", "H", "H", "H", "H", "C", "C", "O", "O", "H", "H", "H", "H", "H", "H", "C", "C", "C", "O", "C", "N", "H", "H", "H", "H", "H", "H", "H", "H", "H", "H", "H", "C", "C", "C", "O", "C", "N", "H", "H", "H", "H", "H", "H", "H", "H", "H", "H", "H", "C", "C", "C", "O", "C", "N", "H", "H", "H", "H", "H", "H", "H", "H", "H", "H", "H", "C", "C", "C", "O", "C", "N", "H", "H", "H", "H", "H", "H", "H", "H", "H", "H", "H", "C", "C", "C", "O", "C", "N", "H", "H", "H", "H", "H", "H", "H", "H", "H", "H", "H"], "xyz": [[0.22820, 0.18675, 0.31041], [0.66632, 0.78268, 0.99817], [0.86228, 0.03510, -0.46098], [-0.52171, 0.58928, -0.23338], [0.00719, -0.74902, 0.61958], [1.18534, 3.38241, 2.15191], [0.89272, 4.49378, 1.70221], [1.31512, 3.18125, 3.32969], [1.33519, 2.42270, 1.42627], [-2.25640, 1.11855, -2.56396], [-1.91195, 1.55681, -3.62329], [-3.38556, 1.34157, -2.18771], [-1.53422, 0.46893, -1.81750], [4.07211, -1.53021, 2.91960], [3.98341, -1.27504, 1.34436], [2.84513, -0.37885, 1.09146], [4.71335, -0.45182, 3.57226], [4.47354, -2.53954, 3.01018], [3.07980, -1.55641, 3.36986], [3.74394, -2.17133, 0.77217], [4.95369, -0.83116, 1.12156], [2.88308, 0.38749, 1.66841], [4.70083, -0.56417, 4.52557], [-1.58962, -5.22108, -3.29297], [-0.50213, -5.71464, -4.21093], [0.78400, -5.62074, -3.60632], [-1.24593, -3.88849, -2.81048], [-1.63103, -5.84099, -2.39736], [-2.52564, -5.24822, -3.85085], [-0.34057, -5.07629, -5.07955], [-0.52314, -6.69739, -4.68195], [0.75689, -4.87243, -3.00558], [-1.59611, -3.39506, -3.55580], [-0.47519, 0.77408, 5.43295], [-0.45166, 0.24844, 3.94370], [0.91028, 0.31490, 3.48506], [-0.27396, 2.17906, 5.42442], [0.35929, 0.33436, 5.97922], [-1.28715, 0.36084, 6.03131], [-1.28445, 0.67651, 3.38574], [-0.65243, -0.82242, 3.91163], [1.14916, 1.23417, 3.34547], [0.65642, 2.41509, 5.44105], [-4.55084, 0.90084, 0.84282], [-6.03403, 1.12076, 0.59451], [-6.90971, 0.46040, 1.52484], [-4.26359, 1.19036, 2.19099], [-3.99250, 1.50173, 0.12497], [-4.42270, -0.16890, 0.67753], [-6.49924, 0.80403, -0.33895], [-6.33663, 2.16724, 0.55706], [-6.49398, 0.34666, 2.38265], [-3.94386, 2.08482, 2.32993], [-5.24144, -0.04386, 5.32821], [-4.13006, -1.15814, 5.12837], [-3.43022, -1.05173, 3.92148], [-6.24757, -0.11888, 4.32403], [-4.91122, 0.93997, 4.99487], [-5.80237, 0.11863, 6.24855], [-4.60377, -2.13202, 5.25192], [-3.41957, -1.28941, 5.94450], [-3.94045, -0.47093, 3.35233], [-7.06430, 0.25816, 4.65928], [2.23830, 4.21267, -3.12062], [1.60771, 3.10328, -2.16094], [0.93612, 2.08437, -2.83414], [1.89410, 5.45523, -2.67416], [1.83509, 4.02060, -4.11491], [3.29988, 4.04133, -3.29890], [0.88451, 3.54809, -1.47742], [2.40720, 2.75116, -1.50908], [0.21605, 2.42421, -3.37042], [2.60388, 5.92516, -2.23032], [2.72262, -2.54996, -2.00636], [2.46459, -1.11901, -2.35914], [2.90583, -0.63563, -3.83611], [4.31320, -0.85678, -3.96666], [4.96698, -0.08323, -4.93229], [1.08486, -0.91876, -2.18880], [2.16526, -3.26633, -2.60991], [2.55551, -2.74039, -0.94622], [3.77562, -2.82645, -2.05946], [3.01338, -0.56143, -1.60018], [2.46582, 0.35310, -3.96621], [2.39405, -1.26400, -4.56503], [4.92335, -0.32974, -5.99315], [6.03894, -0.10861, -4.73641], [4.69046, 0.94475, -4.69799], [0.57740, -1.74218, -2.47959], [0.57765, -0.10905, -2.51621], [0.62729, -3.11756, 2.32229], [-0.21688, -2.97496, 1.11784], [-0.84124, -4.29356, 0.58619], [-1.31777, -5.16758, 1.57799], [-1.81759, -6.41416, 1.08807], [-1.20704, -1.87169, 1.45301], [1.38327, -3.90071, 2.37954], [0.00767, -3.33725, 3.19173], [1.00406, -2.11029, 2.49993], [0.42963, -2.54112, 0.35502], [-0.11592, -4.86056, 0.00266], [-1.66147, -4.18539, -0.12346], [-1.61752, -7.21664, 1.79808], [-1.23249, -6.71302, 0.21834], [-2.88935, -6.31868, 0.91402], [-1.63558, -2.12689, 2.33127], [-1.92863, -1.91995, 0.74797], [-3.33643, -1.88126, -6.51695], [-2.29064, -2.32938, -5.48915], [-0.90815, -1.62288, -5.63197], [-0.59267, -1.51030, -7.02178], [0.69991, -0.93176, -7.11845], [-2.84658, -2.06754, -4.19881], [-4.21459, -2.52210, -6.43780], [-2.93083, -1.94994, -7.52634], [-3.64812, -0.84956, -6.35408], [-2.23568, -3.41086, -5.61363], [-0.24739, -2.21497, -4.99878], [-1.08129, -0.65223, -5.16723], [1.44946, -1.52499, -6.59465], [0.65565, 0.09842, -6.76509], [1.11670, -0.95840, -8.12527], [-3.84729, -2.18756, -4.26429], [-2.72561, -1.11527, -3.88469], [-4.91169, 4.53640, 4.33848], [-3.58794, 3.73291, 4.23290], [-2.66499, 4.10848, 2.99202], [-3.10730, 3.42454, 1.75376], [-2.10949, 3.45620, 0.71420], [-2.85300, 3.83826, 5.47189], [-5.41168, 4.75834, 3.39568], [-4.70384, 5.50479, 4.79358], [-5.51817, 3.97505, 5.04922], [-3.85916, 2.69188, 4.05744], [-1.74037, 3.56878, 3.19668], [-2.43075, 5.16633, 2.87287], [-2.46135, 2.99119, -0.20670], [-1.19711, 2.93548, 1.00491], [-1.93255, 4.50405, 0.47167], [-1.91591, 3.46309, 5.43709], [-3.35810, 3.13159, 5.98725], [6.30637, 2.53427, 2.76707], [6.29118, 2.35221, 1.28179], [4.99832, 3.07289, 0.70584], [4.56042, 2.73791, -0.63916], [4.93190, 1.49838, -1.25403], [7.57632, 2.90794, 0.74243], [6.35530, 3.57097, 3.10017], [7.21287, 2.05579, 3.13777], [5.43709, 2.03460, 3.19459], [6.27512, 1.29735, 1.00773], [5.21317, 4.14146, 0.71520], [4.14593, 3.05860, 1.38506], [6.01999, 1.49817, -1.31852], [4.49582, 1.35318, -2.24239], [4.59424, 0.67819, -0.62048], [7.78453, 3.08326, -0.23020], [7.68918, 3.78649, 1.22773]], "forces_ev_per_angstrom": [[0.78, 0.07, -1.25], [-0.18, 0.39, 0.53], [0.97, -0.24, -0.38], [-1.13, 0.41, 0.29], [-0.67, 0.15, 0.85], [-0.62, 2.07, -0.77], [0.04, 0.24, -0.14], [0.44, 0.12, 3.93], [0.51, -2.38, -3.06], [-1.69, 0.30, 1.54], [2.22, 0.74, -3.35], [-2.84, 0.45, 0.89], [2.35, -1.52, 0.83], [-1.45, -0.33, -1.31], [-1.61, 1.45, 2.75], [1.33, -1.06, -0.63], [1.04, 0.05, -0.67], [0.85, 0.08, 0.55], [-0.40, -0.32, -0.55], [0.36, 0.02, 0.24], [-0.01, 0.05, -0.64], [0.13, 0.25, 0.27], [-0.19, -0.16, -0.05], [0.75, -0.05, 0.56], [1.94, 0.73, -0.88], [0.27, -0.76, 0.73], [-0.08, -1.98, -0.76], [-0.24, -0.21, -0.10], [-0.33, 0.21, 0.30], [-1.05, 0.55, -0.37], [-0.73, -0.37, 0.66], [-0.09, 0.28, 0.09], [-0.40, 1.52, 0.36], [1.44, -0.88, -1.30], [0.79, -0.95, 2.22], [-1.08, -0.20, -0.30], [-1.28, 0.12, 0.69], [0.46, -0.29, -0.33], [-0.91, 0.98, -0.28], [0.51, 0.65, -0.54], [-0.21, -0.02, 0.35], [0.11, 0.84, -0.09], [0.03, -0.24, -0.27], [-1.36, 0.05, -0.45], [-1.93, 0.36, 0.08], [0.14, -0.19, -0.11], [-0.36, -1.65, 0.81], [0.21, -0.30, 0.11], [0.66, -0.04, 0.02], [1.10, -0.51, -0.57], [0.55, 0.59, 0.57], [0.44, 0.19, 0.25], [0.32, 0.47, -0.86], [0.58, 1.17, -1.16], [-1.42, -0.04, 1.07], [-0.10, -0.04, 0.38], [-1.10, -1.68, -0.94], [1.60, 0.21, 1.04], [0.89, -0.79, 0.69], [-0.71, -0.25, -0.70], [0.27, 1.14, 0.26], [-0.02, 0.53, -0.70], [0.03, -0.07, -0.02], [-0.56, -2.76, 0.25], [0.44, 1.62, -0.06], [0.80, -1.31, -0.52], [-0.28, 2.05, 0.14], [-0.54, 0.27, -0.18], [0.36, 0.18, 0.57], [0.15, 0.72, -0.01], [-0.13, -0.69, -0.21], [-0.37, 0.08, 0.10], [0.08, -0.34, 0.01], [1.30, -0.98, 0.17], [1.14, 0.87, -1.60], [-0.15, -1.96, 1.80], [-0.46, -0.07, -0.19], [0.85, 1.07, 0.91], [-1.99, -0.51, 0.48], [-0.14, 0.03, -0.07], [-0.75, 0.16, 0.04], [0.19, 0.16, -0.61], [0.19, 0.53, -0.26], [0.84, 0.60, 0.02], [-0.20, -0.28, -0.06], [-0.96, -0.29, -0.08], [0.13, -0.29, 0.33], [-0.11, 0.41, -0.81], [-0.33, -0.01, 0.07], [0.44, 0.51, -0.28], [0.11, 0.08, 1.71], [-1.55, -0.04, -0.50], [-0.05, -0.37, -0.72], [0.05, -0.49, 1.44], [0.74, 0.80, 0.21], [0.65, -1.79, -0.48], [0.23, 0.19, -0.67], [-0.30, -0.06, 0.09], [0.62, -0.15, 0.20], [-0.10, -0.43, -0.62], [0.71, 0.14, -0.14], [-0.12, 0.94, -0.23], [-0.18, 0.30, 0.44], [-0.33, 0.07, -0.52], [0.00, -0.23, -0.37], [-0.32, 0.16, 0.23], [-0.37, 0.23, -0.13], [0.68, 0.09, -0.77], [-0.62, 0.95, -1.60], [-2.51, -0.71, -0.21], [0.88, -0.33, 0.95], [0.31, -0.17, -0.35], [-0.12, -0.25, 1.36], [-0.06, -0.04, -0.01], [-0.18, -0.07, -0.12], [0.10, 0.08, 0.12], [0.57, -0.25, -0.04], [0.85, 0.12, -0.40], [0.49, 0.44, -0.08], [-0.10, 0.08, 0.66], [0.30, 0.06, 0.15], [-0.77, 0.15, -0.40], [-0.12, -0.19, 0.31], [0.29, 0.25, -0.03], [1.02, -0.01, 0.36], [0.09, 1.05, -2.84], [0.07, -2.07, 0.21], [-0.10, 1.35, 0.71], [-0.35, 0.47, 0.23], [-0.63, -0.09, 0.56], [-0.07, -0.59, -0.04], [0.15, 0.03, 0.11], [-0.53, 0.17, -0.20], [-0.07, -0.17, -0.15], [0.48, 0.43, 0.34], [-0.37, 0.08, -0.24], [-0.51, -0.19, 0.27], [0.13, 0.22, 0.23], [0.50, -0.01, 0.05], [0.37, -0.09, -0.48], [0.18, 0.12, 1.12], [0.34, -0.69, 0.49], [-0.59, 1.13, -2.30], [0.69, -0.48, -0.41], [-0.01, 0.47, -0.12], [0.45, 0.46, 1.57], [-0.13, 0.04, 1.31], [-0.24, 0.18, -0.24], [-0.04, -0.09, 0.22], [0.07, 0.13, 0.15], [-0.15, -0.07, 0.25], [0.34, 0.18, -0.45], [-0.21, -0.93, 0.08], [0.16, -0.44, -0.30], [-0.18, 0.58, 0.11], [0.07, -0.26, -0.08], [-0.90, -0.39, -0.21], [0.33, 0.22, -0.11]], "mulliken_charge": [3.0255, -0.5310, -0.3844, 0.2824, -0.2141, 0.9283, -0.7352, -0.7419, -0.4659, 0.6649, -0.7500, -0.7360, -0.5984, -0.6578, -0.5942, 0.8402, -0.4342, 0.3465, 0.1440, 0.3810, 0.3493, -0.3383, 0.2997, -0.3874, -0.2665, -0.5877, -0.3399, 0.2212, 0.3384, 0.1606, 0.4431, 0.2923, -0.0639, -0.8000, 0.4542, 0.0223, -0.5389, 0.3223, 0.2398, -0.0268, 0.0041, -0.2073, 0.2703, 0.6578, -0.7484, -0.6094, 0.0620, -0.2549, 0.1194, 0.3680, 0.2867, 0.4210, 0.1263, -0.2893, -0.6193, -0.4521, -0.5215, -0.0089, 0.4869, 0.3421, 0.4432, 0.1930, 0.2531, -0.6494, 0.2967, -0.1357, -0.5547, 0.2807, 0.2294, 0.1846, -0.1327, 0.1032, 0.3252, -1.5505, 3.0278, -0.4798, -0.4211, -0.7914, 1.0986, 0.3117, -0.0571, 0.4633, -2.2433, 0.2411, 0.2171, 0.2708, 0.2792, 0.2853, -0.4430, -0.1567, -1.4312, 3.2481, -1.4804, -0.4351, -0.7387, -0.8724, 0.4518, 0.4050, 0.0015, -1.8268, 0.5127, 0.3962, 0.2691, 0.2881, 0.2807, 0.0568, 0.1268, -1.7584, 0.7040, -0.1750, -0.4688, -0.6902, -0.4364, 0.4980, 0.4112, 0.3423, -0.1196, 0.2837, 0.3496, 0.2395, 0.3034, 0.3797, 0.2729, 0.0077, -1.7631, 2.8655, -0.2369, -0.5593, -0.3863, -0.8160, 0.3237, 0.4455, 0.3511, -1.7499, -0.2565, 0.3143, 0.2711, -0.2343, 0.3613, 0.3074, 0.3814, -1.7095, 1.0127, -0.4210, -0.3870, 0.4319, -0.7164, 0.4399, 0.4474, 0.2355, 0.0829, 0.3135, -0.0073, 0.4205, -0.2396, -0.3229, 0.2375, 0.2812]}